Entry 1:
Molecular formula: C30H84N6O12
Method: DFT, the ωB97M-V functional and the def2-TZVPD basis

As for the spin multiplicity: 1. Its SMILES is COC[C@H](C)N.COC[C@H](C)N.COC[C@H](C)N.COC[C@H](C)N.COC[C@H](C)N.COC[C@H](C)N.OCCO.OCCO.OCCO. The energy above the lowest of the compared OMol25 structures with the same formula, charge and spin is 1373.9 kJ/mol. For the gap between HOMO and LUMO, the calculation gives 9.0 eV. The strongest force on any atom is 4.64 eV/A. The lowest unoccupied orbital energy comes out at 0.19 eV. As for the total charge: 0. The energy is -2424.408521 Ha.

CARTESIAN COORDINATES (ANGSTROEM)
1 C 5.98631 -5.74161 0.56254
2 C -5.61165 -7.70734 -5.21003
3 C -2.83533 -8.48845 -2.66076
4 H -7.22695 5.11412 1.20104
5 C -2.40637 -7.36196 -3.57116
6 O 2.25966 8.45650 -3.22908
7 H -4.09824 -0.65821 -4.24904
8 H 0.49064 7.23685 -1.57823
9 H -0.10272 1.64328 0.70564
10 H 0.36296 6.96069 -0.11062
11 H 4.67056 1.14008 -5.55341
12 O 1.51415 -3.23235 6.76576
13 H 3.84316 8.51349 -1.94300
14 H 7.06377 2.57486 -6.19169
15 H -0.51841 -4.92848 6.14670
16 C -3.34309 -7.16860 -4.81253
17 H -1.98685 -5.34184 -3.26488
18 H -0.71651 3.75832 8.30933
19 N -1.70698 3.84189 8.48857
20 N 5.63382 2.22606 -3.16508
21 H -2.25846 -0.66794 -6.03097
22 O -4.65162 -7.02409 -4.31851
23 C 7.01589 -6.62003 2.85374
24 H 6.97650 -2.61462 0.94909
25 H -5.39571 -7.60320 -6.27334
26 C -0.41333 -3.98833 5.60524
27 C -2.26712 2.13791 7.00035
28 H -1.99589 -8.92013 -2.11569
29 H 4.98143 -5.43892 0.85697
30 H -11.01543 1.56902 0.67876
31 N 1.07928 6.91923 -0.82144
32 H 7.38505 -7.36936 -0.28355
33 C 2.92794 7.93206 0.47659
34 H 3.64881 2.56067 -5.11634
35 H -5.56448 1.87675 1.49163
36 O 6.91845 -4.61856 0.61456
37 H 1.35350 -0.22660 -1.08803
38 C 0.45597 -0.00270 -0.51147
39 H 4.54106 2.91142 -8.57962
40 H 3.90601 7.59269 -4.34203
41 H -10.45889 3.20121 0.50301
42 H -1.37083 -7.42832 -3.90485
43 H -3.78196 1.22697 -5.44412
44 H -3.07159 -6.31528 -5.43400
45 O 1.64374 2.06131 -0.24359
46 H -4.41772 1.05542 -7.85065
47 H -1.39197 -3.69677 5.22399
48 H 5.51840 -3.35337 1.37078
49 C 2.08043 8.03410 -0.79591
50 H 5.84827 3.84724 -4.37884
51 H -5.10984 2.43804 -0.12138
52 H 2.31751 7.12393 -4.82404
53 H -3.28056 -7.95522 -5.56447
54 H 5.08454 1.33205 -7.72272
55 H 3.43712 1.85149 -7.58924
56 C 0.83104 1.15192 0.43225
57 H 5.79719 1.22938 -3.17069
58 C -3.84583 -0.91593 -5.27761
59 H -0.21548 1.54066 9.11688
60 O 0.23193 -4.15368 4.43895
61 H 5.89083 -3.28595 -0.41105
62 H 8.25549 -7.44072 1.15253
63 C -4.11196 0.38979 -6.05921
64 H -5.19074 0.49736 -5.94618
65 N -2.30825 -6.18192 -2.80546
66 C 2.88672 7.96777 -4.43412
67 H -1.68968 3.90560 9.49641
68 C -10.13052 2.16316 0.45067
69 H 1.96986 -3.56653 5.98971
70 C -5.93864 2.07710 0.48766
71 H 0.42642 1.07858 11.11223
72 C 6.28786 -3.38374 0.59935
73 H -0.19117 0.39916 -1.29111
74 O 0.13127 -1.21968 0.15139
75 C -0.38529 1.58447 11.63500
76 H -3.47180 -7.99592 -1.92562
77 H -8.79271 3.74752 1.88156
78 H 7.98507 2.68403 -4.67754
79 H 3.29085 6.91021 0.58713
80 H 0.12630 -1.93364 -0.49035
81 H 7.12880 -7.50382 3.48165
82 H -0.01972 -3.44576 3.84136
83 O -8.98709 1.84202 1.26050
84 H 1.15745 2.88897 -0.25364
85 H 8.01839 -6.19231 2.86578
86 H -1.71172 0.73436 9.57037
87 N -6.48604 4.46731 0.97130
88 H 3.20123 6.88771 -2.15164
89 H -3.20154 -6.06681 -2.34842
90 N 7.42110 -7.72664 0.66046
91 H -4.37532 -1.79744 -5.63912
92 H 5.62407 -7.74828 1.60235
93 C 6.39342 -6.99407 1.43693
94 H 6.29334 -5.90934 3.25490
95 C 7.08518 2.28111 -5.14223
96 C -1.20178 1.69756 9.55358
97 H -0.89663 0.76851 12.14573
98 C -2.14025 2.50336 8.55032
99 H -5.86249 4.30892 1.74990
100 C 4.65480 2.21030 -5.34729
101 H 1.33406 0.89439 1.36432
102 H 3.74326 8.65483 0.50778
103 H 1.60036 9.00338 -0.66129
104 O -2.52905 -1.19560 -5.27602
105 H -6.68561 -7.55345 -5.10502
106 O -1.24915 2.39239 10.74206
107 C 2.92429 7.93705 -2.05020
108 O -3.87468 0.38348 -7.43208
109 H -6.23818 1.11717 0.06705
110 H 0.17281 -1.96282 6.00305
111 H -2.87731 1.23725 6.93294
112 H -3.14714 2.52363 8.96727
113 C 4.45170 2.21931 -7.74230
114 H -5.51984 -8.76698 -4.97164
115 H 2.20783 8.16185 1.26192
116 H 7.24261 1.21887 -4.95529
117 O 4.78407 2.93404 -6.61195
118 H -3.40224 -9.30421 -3.10936
119 H -0.57399 -2.82254 7.29243
120 H 2.80359 8.71618 -5.22220
121 H -1.24344 1.90721 6.70544
122 H -7.44036 3.26300 -0.42577
123 C -8.11370 2.92784 1.64672
124 H 0.13861 2.24308 12.32769
125 H -2.65283 2.94099 6.37234
126 H -7.50835 2.56963 2.47939
127 H -9.72350 2.00614 -0.54822
128 H 4.72959 2.39537 -2.74817
129 C 0.15411 -2.93805 6.48955
130 H 5.81440 -6.16002 -0.42916
131 C 5.82737 2.76097 -4.46645
132 C -7.02986 3.17519 0.58015

Entry 2:
Molecular formula: C5H11IN
Method: DFT, the ωB97M-V functional and the def2-TZVPD basis

As for the spin multiplicity: 1. Its SMILES is C=C(I)[N@H+](C)CC. The energy above the lowest of the compared OMol25 structures with the same formula, charge and spin is 360.5 kJ/mol. For the gap between HOMO and LUMO (spin up / spin down), the calculation gives 8.4 / 8.4 eV. The strongest force on any atom is 10.46 eV/A. The lowest unoccupied orbital energy (spin up / spin down) comes out at -4.33 / -4.33 eV. As for the total charge: +1. The energy is -549.165164 Ha.

CARTESIAN COORDINATES (ANGSTROEM)
1 I 3.35974 0.19346 -0.15551
2 N 0.34166 0.15650 0.24901
3 C -0.61393 0.42037 -0.90279
4 C -1.56919 1.48527 -0.60663
5 H -2.00216 1.85756 -1.50595
6 C 1.22399 -2.16242 -0.51600
7 H 0.66778 1.09927 0.36858
8 H -2.45647 1.11075 0.00332
9 H 0.12222 0.86456 -1.53199
10 C 1.52406 -0.61735 -0.09599
11 H -0.71604 0.55734 1.93292
12 H 2.08736 -2.88995 -0.41673
13 H -1.10334 -0.30719 -1.40439
14 H -0.73777 -1.10422 1.63767
15 H 0.86716 -0.35122 2.15299
16 H 0.28023 -2.41829 -0.72177
17 H -1.18330 2.36248 -0.15081
18 C -0.09200 -0.25696 1.66406

Entry 3:
Molecular formula: C42H61N10O3
Method: DFT, the ωB97M-V functional and the def2-TZVPD basis

As for the spin multiplicity: 1. The energy above the lowest of the compared OMol25 structures with the same formula, charge and spin is 0.0 kJ/mol. For the gap between HOMO and LUMO, the calculation gives 4.2 eV. The strongest force on any atom is 11.76 eV/A. The lowest unoccupied orbital energy comes out at -5.19 eV. As for the total charge: +1. The energy is -2409.026496 Ha.

CARTESIAN COORDINATES (ANGSTROEM)
1 C -23.01054 81.49396 0.47452
2 C -24.39899 78.26141 -3.05996
3 H -26.41973 78.64507 -2.54003
4 C -21.80060 70.79072 -7.56448
5 N -21.32259 83.06868 1.01917
6 C -23.50579 75.06154 -3.92844
7 H -23.49949 76.78056 -6.77249
8 H -19.38237 76.35121 -4.65910
9 H -21.67556 73.92037 1.27281
10 O -25.84068 72.44457 -3.26154
11 H -21.20532 68.64975 -7.91488
12 H -20.42244 83.42233 1.41506
13 H -23.89468 80.73984 0.62793
14 C -26.39465 76.83959 2.14142
15 C -27.22818 76.47465 -0.11064
16 N -24.38695 79.75417 -8.02196
17 H -25.97510 71.13365 -8.02453
18 H -26.11710 78.64340 -4.27047
19 H -21.54748 72.33531 -2.95919
20 O -22.39693 77.92637 -4.23697
21 H -18.06203 74.15527 -3.09058
22 C -27.14062 77.39322 0.97813
23 C -21.02900 73.56708 -0.85651
24 C -26.69726 79.49216 -8.23041
25 H -22.47221 75.10600 -3.53002
26 H -22.10696 76.34564 -5.97071
27 H -24.47619 80.21841 -2.32737
28 H -28.51359 71.76033 -2.31684
29 O -27.21592 73.70044 -2.29348
30 H -22.92659 77.89579 -1.39848
31 H -20.16100 74.17620 -0.97806
32 C -22.98456 72.14158 -1.01669
33 H -18.15984 72.37949 -4.39607
34 H -23.26367 82.09314 -1.71125
35 C -23.94199 76.30802 -4.76369
36 H -23.63306 72.57002 0.81429
37 H -23.49733 80.33215 -7.78868
38 H -19.48170 81.52098 -2.10534
39 H -25.68321 80.65216 -6.34922
40 H -27.32423 76.55893 -4.21727
41 H -24.79376 75.02520 -8.42465
42 H -20.93689 81.27772 -0.30684
43 C -25.49796 76.31308 -5.06342
44 C -27.59532 71.47147 -2.25507
45 N -21.50759 69.53282 -7.21138
46 H -21.98824 81.95271 2.71444
47 N -22.85389 72.66430 0.25728
48 H -23.60830 78.55330 -9.70154
49 H -26.07020 76.02988 -3.10765
50 C -23.18978 76.14516 -6.02683
51 C -24.49455 78.97551 -9.12209
52 C -25.41692 72.04769 -9.99377
53 H -23.55886 75.27335 -6.47264
54 C -19.13696 73.36655 -5.97754
55 H -27.36581 71.22022 -1.17582
56 N -18.66441 73.19126 -4.75809
57 H -25.66996 77.04123 -5.92332
58 C -25.95055 78.79211 -9.39164
59 H -22.38864 72.66895 -6.08105
60 H -21.12857 83.86889 -1.10812
61 H -19.13665 72.73206 -6.89024
62 C -23.98138 79.81529 -2.96708
63 H -24.53502 76.84092 -1.32704
64 C -20.53574 79.00569 -0.30367
65 H -23.89537 74.90919 -2.83985
66 H -21.28375 78.67812 0.36000
67 H -25.63032 74.54749 2.04488
68 H -20.32846 75.13699 -6.92258
69 H -26.72325 74.44120 -0.16244
70 C -22.82473 82.32267 -0.73305
71 H -23.86238 71.57251 -1.52404
72 C -25.06482 74.19393 -8.96797
73 C -19.69159 74.73291 -6.11908
74 C -19.31885 75.41506 -4.86213
75 H -19.49302 77.12664 -1.32776
76 C -21.89110 73.49324 0.39874
77 C -25.83367 78.15557 -3.46113
78 C -25.50431 80.12972 -7.40843
79 C -22.31799 71.41484 -6.26935
80 H -24.76426 78.27588 -0.92777
81 N -20.45103 80.38213 -0.62399
82 C -25.36130 73.15805 -7.83508
83 H -25.63440 71.24162 -10.57670
84 C -26.19875 75.33887 1.62960
85 H -22.86762 79.97792 -2.75989
86 N -23.55057 77.54910 -4.13283
87 C -22.25075 70.32209 -5.16951
88 H -22.49748 70.38117 -4.07859
89 C -18.84113 79.23179 -2.01113
90 C -19.48986 78.23600 -1.12755
91 H -25.84520 75.33163 -5.35467
92 H -23.86854 74.22377 -4.48845
93 H -27.26944 70.53656 -2.81236
94 C -18.60837 74.30990 -3.97897
95 H -24.77619 73.75057 -11.45835
96 H -27.65625 78.44770 0.89156
97 N -26.75189 72.64969 -2.62061
98 C -26.24693 76.66220 -3.90433
99 H -21.67228 68.15315 -5.57009
100 C -21.65378 83.31044 -0.38993
101 H -24.31024 80.27777 -3.83108
102 H -27.60343 76.60150 -1.15313
103 H -18.17910 79.22659 -2.73014
104 H -26.16692 77.30739 3.09785
105 H -25.59197 73.49325 -6.80146
106 H -21.74176 70.97408 -8.67437
107 N -25.62450 72.00193 -8.58173
108 C -19.54924 80.59904 -1.67790
109 C -24.05663 77.78018 -1.67907
110 H -26.27782 78.22300 -10.24554
111 C -21.85246 69.10972 -5.94248
112 N -26.71066 75.23234 0.32590
113 C -21.78721 72.71979 -1.87779
114 H -27.71053 79.57964 -7.99807
115 C -22.11485 82.13686 1.63385
116 C -25.06984 73.53637 -10.31559